Record 1
The following is a quantum chemistry calculation of a molecular structure, C34H53BN10O2PS2Se4SiY, from OMol25.

Each line ends with the Mulliken charge.
CARTESIAN COORDINATES (ANGSTROEM)
Y (-0.357, 0.675, 0.205)  -0.684
C (1.337, 5.102, -1.093)  -1.704
C (0.310, 4.224, -0.744)  -0.314
N (0.653, 2.963, -0.984)  1.316
N (1.909, 3.021, -1.524)  0.297
C (2.334, 4.292, -1.583)  -0.229
B (2.454, 1.718, -2.097)  -0.007
N (1.304, 1.031, -2.907)  -0.112
C (1.126, 1.144, -4.238)  -0.164
C (-0.139, 0.713, -4.555)  -2.357
C (-0.692, 0.365, -3.322)  -0.651
N (0.165, 0.571, -2.332)  2.490
N (2.951, 0.776, -1.005)  0.266
C (4.224, 0.505, -0.686)  -0.211
C (4.233, -0.470, 0.284)  -1.900
C (2.886, -0.722, 0.519)  -0.733
N (2.108, 0.041, -0.248)  1.794
N (3.622, 1.873, -3.103)  1.006
C (4.185, 0.824, -3.739)  -0.419
C (5.194, 1.297, -4.546)  -1.123
C (5.173, 2.683, -4.321)  -0.453
N (4.232, 3.021, -3.458)  -1.266
H (1.347, 6.172, -0.994)  0.415
H (-0.648, 4.467, -0.310)  0.059
H (3.298, 4.518, -1.994)  0.518
H (1.914, 1.524, -4.862)  0.481
H (-0.593, 0.660, -5.528)  0.502
H (-1.673, -0.012, -3.108)  0.247
H (5.029, 1.024, -1.175)  0.496
H (5.083, -0.921, 0.763)  0.467
H (2.441, -1.415, 1.208)  0.407
H (3.824, -0.175, -3.567)  0.522
H (5.843, 0.729, -5.188)  0.433
H (5.799, 3.450, -4.748)  0.429
C (5.565, 0.408, 4.702)  -1.251
C (4.345, 1.303, 4.708)  -0.247
O (3.258, 0.568, 4.154)  -0.191
P (2.092, 1.402, 3.387)  0.698
S (0.813, -0.034, 2.826)  -0.655
S (2.760, 2.626, 2.037)  -0.528
O (1.456, 2.259, 4.583)  -0.228
C (0.602, 1.688, 5.581)  -0.232
C (-0.541, 2.643, 5.835)  -1.023
H (6.415, 0.910, 5.169)  0.389
H (5.834, 0.153, 3.679)  0.235
H (5.371, -0.517, 5.246)  0.305
H (4.518, 2.206, 4.112)  0.376
H (4.082, 1.610, 5.727)  0.217
H (1.209, 1.534, 6.481)  0.223
H (0.233, 0.718, 5.238)  0.304
H (-0.174, 3.598, 6.210)  0.337
H (-1.227, 2.215, 6.567)  0.342
H (-1.103, 2.818, 4.915)  0.081
Se (-1.126, 2.897, 1.927)  -0.316
Se (-2.644, 4.589, 1.290)  -0.710
Se (-4.312, 1.506, 3.667)  -0.629
Se (-2.485, 0.985, 2.317)  -0.224
N (-2.556, 5.210, -4.458)  -0.664
C (-2.805, 4.489, -3.597)  -0.215
C (-3.150, 3.563, -2.552)  -0.089
C (-4.443, 3.533, -2.037)  -0.612
C (-4.722, 2.609, -1.057)  -1.253
C (-3.714, 1.751, -0.641)  -0.087
N (-2.466, 1.776, -1.125)  1.434
C (-2.193, 2.682, -2.067)  -0.121
H (-5.188, 4.235, -2.384)  0.452
H (-5.690, 2.553, -0.584)  0.481
H (-3.912, 1.003, 0.115)  0.265
H (-1.185, 2.710, -2.446)  0.539
C (-3.590, -1.511, -1.863)  -1.658
C (-2.659, -2.707, -1.606)  3.417
C (-1.764, -2.838, -2.845)  -2.248
C (-3.543, -3.959, -1.594)  -2.095
Si (-1.564, -2.330, 0.012)  0.189
C (-2.666, -2.892, 1.561)  2.655
C (-4.045, -2.221, 1.483)  -1.721
C (-2.030, -2.430, 2.885)  -1.148
C (-2.922, -4.396, 1.739)  -2.123
C (-0.055, -3.623, -0.114)  2.927
C (-0.372, -5.072, -0.508)  -1.821
C (0.665, -3.684, 1.242)  -2.269
C (0.987, -3.124, -1.128)  -1.860
H (-4.174, -1.681, -2.779)  0.554
H (-3.033, -0.585, -1.987)  -0.095
H (-4.296, -1.331, -1.055)  0.257
H (-2.383, -2.748, -3.749)  0.578
H (-1.265, -3.805, -2.897)  0.433
H (-0.991, -2.076, -2.896)  0.104
H (-4.024, -4.069, -2.577)  0.555
H (-4.342, -3.907, -0.855)  0.361
H (-2.980, -4.873, -1.404)  0.281
H (-3.995, -1.130, 1.510)  0.003
H (-4.640, -2.524, 2.353)  0.573
H (-4.604, -2.511, 0.596)  0.288
H (-1.697, -1.395, 2.873)  -0.310
H (-1.177, -3.042, 3.164)  0.278
H (-2.770, -2.517, 3.690)  0.436
H (-3.378, -4.879, 0.876)  0.262
H (-3.601, -4.537, 2.589)  0.557
H (-2.006, -4.937, 1.978)  0.336
H (-1.110, -5.545, 0.137)  0.233
H (0.547, -5.671, -0.445)  0.565
H (-0.730, -5.157, -1.534)  0.298
H (0.109, -4.266, 1.975)  0.335
H (0.849, -2.700, 1.680)  0.128
H (1.638, -4.176, 1.113)  0.629
H (0.660, -3.232, -2.162)  0.282
H (1.911, -3.708, -1.020)  0.575
H (1.249, -2.077, -0.985)  0.039

Values from the calculation:
Total charge: -2
HOMO-LUMO gap: 5.525 eV
Relative energy (zero: lowest compared OMol25 entry of this formula, charge and spin): 28.63 kcal/mol


Record 2
The following is a quantum chemistry calculation of a molecular structure, C34H88As2F18N7O10S2Ti, from OMol25.

Each line ends with the Löwdin spin population.
CARTESIAN COORDINATES (ANGSTROEM)
Ti (16.524, 0.379, -3.744)  2.456
C (13.420, 0.855, -6.336)  0.004
F (12.743, 0.206, -7.268)  0.001
F (12.847, 2.057, -6.202)  0.001
F (13.392, 0.233, -5.147)  0.025
S (15.175, 1.068, -6.851)  0.023
O (15.625, -0.274, -7.108)  0.012
O (15.064, 1.983, -7.948)  0.005
N (15.813, 1.801, -5.380)  0.064
S (16.714, 3.050, -5.866)  0.019
O (17.481, 2.849, -7.070)  0.004
O (15.955, 4.268, -5.726)  0.002
C (18.065, 3.069, -4.473)  0.019
F (19.209, 3.526, -4.971)  0.001
F (17.726, 3.919, -3.488)  0.018
F (18.367, 1.869, -3.961)  0.059
C (15.257, -3.396, -6.907)  0.000
C (16.306, -3.353, -8.020)  0.000
N (16.179, -4.303, -9.172)  0.000
C (16.437, -5.713, -8.660)  0.000
C (14.746, -4.173, -9.735)  0.000
C (14.539, -5.019, -10.981)  0.000
C (17.140, -3.942, -10.290)  0.000
C (18.591, -3.724, -9.914)  0.000
O (19.006, -4.771, -9.076)  0.000
C (20.328, -4.636, -8.528)  0.000
H (15.576, -3.040, -5.940)  0.000
H (14.818, -4.383, -6.726)  0.000
H (14.380, -2.899, -7.341)  0.000
H (17.223, -3.596, -7.474)  0.000
H (16.475, -2.343, -8.387)  0.000
H (16.352, -6.428, -9.474)  0.000
H (15.629, -5.957, -7.974)  0.000
H (17.427, -5.735, -8.223)  0.000
H (14.574, -3.118, -9.945)  0.000
H (14.166, -4.466, -8.866)  0.000
H (13.475, -5.176, -11.160)  0.000
H (14.914, -6.023, -10.789)  0.000
H (15.000, -4.565, -11.852)  0.000
H (16.725, -3.074, -10.802)  0.000
H (17.026, -4.787, -10.965)  0.000
H (18.860, -2.763, -9.458)  0.000
H (19.203, -3.745, -10.828)  0.000
H (20.444, -5.588, -8.022)  0.000
H (20.457, -3.779, -7.865)  0.000
H (21.054, -4.529, -9.338)  0.000
C (21.755, 4.511, -3.516)  0.000
C (22.982, 4.623, -4.426)  0.000
N (24.042, 3.575, -4.262)  0.000
C (23.479, 2.253, -4.709)  0.000
C (25.232, 3.967, -5.099)  0.000
C (25.180, 3.786, -6.616)  0.000
C (24.461, 3.446, -2.794)  0.000
C (24.989, 4.634, -2.009)  0.000
O (24.069, 5.726, -2.067)  0.000
C (24.488, 6.761, -1.173)  0.000
H (21.020, 5.276, -3.748)  0.000
H (21.999, 4.712, -2.470)  0.000
H (21.321, 3.516, -3.453)  0.000
H (23.487, 5.587, -4.408)  0.000
H (22.576, 4.607, -5.443)  0.000
H (22.638, 2.017, -4.063)  0.000
H (24.240, 1.480, -4.756)  0.000
H (23.033, 2.421, -5.688)  0.000
H (25.995, 3.288, -4.711)  0.000
H (25.531, 4.968, -4.794)  0.000
H (24.851, 2.793, -6.910)  0.000
H (26.187, 4.016, -6.963)  0.000
H (24.556, 4.503, -7.154)  0.000
H (25.181, 2.630, -2.674)  0.000
H (23.619, 2.926, -2.333)  0.000
H (25.977, 4.939, -2.355)  0.000
H (24.967, 4.326, -0.960)  0.000
H (23.831, 7.605, -1.372)  0.000
H (25.538, 7.054, -1.200)  0.000
H (24.270, 6.425, -0.154)  0.000
C (10.042, -3.836, -2.402)  0.000
C (10.942, -3.850, -3.618)  0.000
C (10.530, -4.701, -4.787)  0.000
O (11.409, -4.548, -5.859)  0.000
C (10.983, -5.054, -7.116)  0.000
N (11.060, -2.422, -4.168)  0.000
H (11.990, -2.018, -4.327)  0.000
H (10.525, -2.219, -5.018)  0.000
H (10.585, -1.779, -3.527)  0.000
H (9.924, -4.897, -2.173)  0.000
H (9.043, -3.489, -2.684)  0.000
H (10.467, -3.288, -1.567)  0.000
H (11.921, -4.056, -3.187)  0.000
H (9.508, -4.398, -5.066)  0.000
H (10.518, -5.763, -4.519)  0.000
H (10.010, -4.638, -7.394)  0.000
H (10.788, -6.124, -6.984)  0.000
H (11.790, -4.910, -7.822)  0.000
C (22.432, 8.790, -5.855)  0.000
C (20.977, 9.071, -5.464)  0.000
C (20.452, 8.020, -4.529)  0.000
O (19.156, 8.396, -4.121)  0.000
C (18.478, 7.299, -3.489)  0.000
N (20.972, 10.444, -4.725)  0.000
H (21.237, 11.180, -5.377)  0.000
H (20.011, 10.523, -4.374)  0.000
H (21.594, 10.448, -3.914)  0.000
H (23.190, 9.030, -5.107)  0.000
H (22.761, 9.306, -6.759)  0.000
H (22.541, 7.734, -6.108)  0.000
H (20.331, 9.407, -6.275)  0.000
H (21.083, 8.091, -3.629)  0.000
H (20.587, 7.022, -4.947)  0.000
H (17.577, 7.663, -2.995)  0.000
H (19.101, 6.950, -2.662)  0.000
H (18.146, 6.596, -4.252)  0.000
C (14.468, 5.339, -2.717)  0.002
C (13.316, 4.343, -2.782)  0.007
C (12.214, 4.728, -3.746)  0.002
O (12.677, 4.581, -5.063)  0.001
C (11.762, 4.936, -6.053)  0.000
N (13.854, 2.965, -3.081)  0.050
H (14.076, 2.802, -4.074)  0.013
H (14.695, 2.740, -2.529)  0.077
H (13.237, 2.167, -2.895)  0.016
H (14.104, 6.263, -2.272)  0.000
H (14.771, 5.552, -3.746)  0.000
H (15.330, 4.976, -2.161)  0.002
H (13.007, 4.252, -1.739)  0.001
H (12.118, 5.815, -3.636)  0.000
H (11.302, 4.157, -3.550)  0.000
H (12.012, 4.707, -7.087)  0.000
H (11.404, 5.969, -5.996)  0.000
H (10.824, 4.366, -5.946)  0.000
C (13.727, 1.629, -10.857)  0.000
C (12.314, 2.140, -11.132)  0.000
C (11.411, 2.416, -9.941)  0.000
O (10.342, 3.254, -10.352)  0.000
C (9.646, 3.767, -9.223)  0.000
N (12.374, 3.363, -12.054)  0.000
H (11.521, 3.942, -12.027)  0.000
H (12.920, 4.054, -11.522)  0.000
H (12.709, 3.094, -12.973)  0.000
H (14.333, 1.600, -11.759)  0.000
H (13.552, 0.626, -10.461)  0.000
H (14.227, 2.152, -10.043)  0.000
H (11.719, 1.419, -11.696)  0.000
H (12.000, 2.847, -9.120)  0.000
H (10.977, 1.486, -9.562)  0.000
H (9.972, 4.768, -8.921)  0.000
H (9.607, 3.185, -8.300)  0.000
H (8.620, 3.899, -9.572)  0.000
As (14.856, -2.837, -2.276)  0.005
F (13.674, -4.034, -1.795)  0.000
F (14.190, -1.790, -1.061)  0.006
F (16.026, -1.522, -2.660)  0.047
F (15.576, -3.839, -3.504)  0.001
F (13.775, -2.215, -3.540)  0.008
F (15.966, -3.533, -1.136)  0.001
As (19.399, -0.940, -6.204)  0.002
F (17.907, -0.428, -5.286)  0.036
F (18.370, -0.964, -7.639)  0.001
F (20.804, -1.463, -7.059)  0.000
F (20.380, -0.786, -4.754)  0.001
F (18.954, -2.598, -5.887)  0.001
F (19.753, 0.775, -6.439)  0.001

Values from the calculation:
Total charge: +4
HOMO-LUMO gap (spin up / spin down): 5.697 / 8.663 eV
2S+1: 4


Record 3
The following is a quantum chemistry calculation of a molecular structure, C30H25N3OPdS7Sb, from OMol25.

Each line ends with the natural charge from an NBO analysis.
CARTESIAN COORDINATES (ANGSTROEM)
Pd (0.349, -0.251, 1.198)  0.585
N (3.607, 2.564, 0.200)  -0.804
C (2.367, 2.057, 0.461)  0.271
S (2.232, 1.036, 1.854)  -0.203
N (1.423, 2.433, -0.376)  -0.431
N (0.227, 1.858, -0.095)  -0.223
C (-0.804, 2.605, -0.319)  0.022
C (-2.129, 2.211, 0.086)  -0.072
C (-3.249, 2.693, -0.592)  -0.209
C (-4.523, 2.369, -0.185)  -0.178
C (-4.736, 1.557, 0.960)  -0.232
C (-3.692, 1.109, 1.693)  -0.175
C (-2.329, 1.427, 1.311)  0.410
O (-1.379, 1.107, 2.054)  -0.545
H (4.296, 2.478, 0.932)  0.398
H (3.642, 3.382, -0.384)  0.390
H (-0.665, 3.581, -0.792)  0.179
H (-3.100, 3.316, -1.465)  0.211
H (-5.373, 2.734, -0.743)  0.207
H (-5.747, 1.307, 1.253)  0.213
H (-3.820, 0.521, 2.591)  0.229
S (-0.816, -0.028, 5.562)  -0.824
Sb (0.013, -1.168, 3.770)  1.320
C (1.404, -1.438, -0.089)  -0.113
C (0.910, -2.711, -0.401)  0.021
C (1.472, -3.469, -1.412)  -0.248
C (2.543, -2.977, -2.144)  -0.224
C (3.044, -1.723, -1.846)  -0.209
C (2.479, -0.965, -0.827)  -0.263
C (-0.948, -3.078, 3.821)  -0.405
C (-2.336, -3.137, 3.721)  -0.213
C (-2.989, -4.354, 3.698)  -0.218
C (-2.262, -5.535, 3.767)  -0.231
C (-0.885, -5.488, 3.882)  -0.234
C (-0.234, -4.261, 3.920)  -0.167
C (1.978, -1.802, 4.308)  -0.421
C (2.408, -1.688, 5.623)  -0.157
C (3.689, -2.083, 5.974)  -0.240
C (4.543, -2.605, 5.015)  -0.217
C (4.121, -2.717, 3.701)  -0.208
C (2.847, -2.301, 3.347)  -0.227
H (0.104, -3.420, 1.421)  0.327
H (1.091, -4.454, -1.649)  0.204
H (2.973, -3.573, -2.936)  0.206
H (3.875, -1.320, -2.406)  0.202
H (2.907, 0.009, -0.623)  0.220
H (-2.906, -2.221, 3.655)  0.217
H (-4.066, -4.386, 3.617)  0.202
H (-2.771, -6.488, 3.727)  0.204
H (-0.308, -6.401, 3.930)  0.215
H (0.844, -4.239, 4.014)  0.220
H (1.731, -1.289, 6.366)  0.226
H (4.023, -1.979, 6.997)  0.202
H (5.540, -2.920, 5.291)  0.201
H (4.777, -3.128, 2.948)  0.212
H (2.536, -2.363, 2.301)  0.229
C (-2.979, -3.304, -1.581)  -0.754
S (-2.726, -4.456, -0.207)  0.365
C (-0.992, -4.400, 0.036)  -0.200
C (-0.277, -3.152, 0.418)  -0.564
S (-1.349, -1.687, 0.622)  -0.222
S (2.017, -5.400, 1.728)  -0.053
C (1.267, -6.328, 0.617)  -0.571
S (1.572, -7.807, -0.085)  -0.139
S (-0.423, -5.960, -0.048)  0.566
H (-4.057, -3.272, -1.728)  0.230
H (-2.499, -3.702, -2.471)  0.222
H (-2.605, -2.314, -1.343)  0.267

Values from the calculation:
Total charge: -1
HOMO-LUMO gap (spin up / spin down): 4.787 / 4.548 eV
2S+1: 3


In the order shown, the computed electronic energy values come out to -357066.9631 -282935.8840 -123896.4363 eV.